1.
The following is a quantum chemistry calculation of a structure of composition C34H33N10O6S2V, from OMol25.

Output
Largest force on an atom, Eh/bohr: 0.016
Multiplicity: 2
E_tot, eV: -110336.797
Orbital gap (alpha / beta), eV: 6.56 / 7.07
Relative energy (zero: lowest compared OMol25 entry of this formula, charge and spin), eV: 0.000
E_HOMO (alpha / beta), eV: -10.41 / -10.43
Total charge: +1
LUMO energy (alpha / beta), Eh: -0.1415 / -0.1233

Last column: Löwdin charge in e.
Atoms and positions in Å:
V 0.52 0.94 0.05  1.128
O -3.19 1.37 -3.02  0.031
C -2.62 1.33 -1.93  -0.599
O -2.52 0.34 -1.15  -0.043
C -1.90 2.60 -1.52  -0.130
C -2.48 3.81 -1.89  0.031
C -1.84 5.00 -1.62  -0.002
C -0.58 4.95 -1.05  0.032
C -0.05 3.72 -0.74  -0.180
N -0.70 2.55 -0.93  0.134
C 1.34 3.60 -0.20  -0.523
O 2.01 4.54 0.14  0.149
O 1.72 2.34 -0.15  -0.192
H -3.44 3.78 -2.39  0.130
H -2.29 5.95 -1.88  0.122
H 0.02 5.83 -0.85  0.134
N -1.63 3.36 2.02  0.210
C -0.38 3.23 2.48  -0.411
N 0.09 4.19 3.27  0.193
C 1.31 4.01 3.74  -0.423
N 1.85 4.96 4.50  0.192
N 2.07 2.90 3.52  0.200
C 1.54 2.05 2.69  -0.274
N 0.34 2.13 2.09  0.140
C 2.34 0.83 2.39  -0.157
C 3.35 0.42 3.24  0.025
C 4.02 -0.76 2.96  -0.016
C 3.66 -1.48 1.84  -0.010
C 2.65 -1.00 1.02  -0.073
N 2.02 0.15 1.29  0.040
H -2.15 4.13 2.40  0.124
H -2.11 2.54 1.64  0.067
H 1.34 5.82 4.65  0.116
H 2.80 4.87 4.82  0.115
H 3.58 1.02 4.11  0.120
H 4.80 -1.11 3.61  0.121
H 4.14 -2.42 1.58  0.118
H 2.33 -1.53 0.14  0.098
O -2.82 1.02 1.24  -0.015
C -2.88 0.08 2.21  -0.254
C -3.72 0.33 3.29  -0.003
C -3.86 -0.59 4.31  -0.065
C -3.15 -1.78 4.27  -0.076
C -2.30 -2.03 3.21  -0.019
C -2.14 -1.10 2.17  -0.072
C -1.14 -1.43 1.13  -0.307
O -0.42 -0.44 0.58  -0.176
N -0.90 -2.66 0.86  0.076
N 0.20 -2.86 0.04  -0.069
C 0.42 -4.11 -0.16  -0.925
S -0.53 -5.41 0.53  0.946
C 0.31 -6.72 -0.43  -0.521
C 1.75 -6.30 -0.65  -0.518
S 1.75 -4.58 -1.21  0.920
H -2.65 0.65 0.31  0.043
H -4.29 1.26 3.29  0.121
H -4.52 -0.37 5.14  0.110
H -3.26 -2.51 5.06  0.106
H -1.73 -2.95 3.17  0.111
H -0.21 -6.85 -1.38  0.077
H 0.24 -7.64 0.15  0.082
H 2.23 -6.90 -1.42  0.082
H 2.33 -6.38 0.27  0.080
C -2.47 -1.69 -3.91  0.025
N -1.02 -1.31 -3.91  -0.157
C -0.82 0.00 -4.61  0.038
C -0.46 -1.38 -2.50  -0.090
C 0.97 -0.95 -2.46  -0.252
C 1.84 -1.64 -3.31  -0.082
C 3.17 -1.29 -3.44  -0.066
C 3.65 -0.23 -2.68  -0.062
C 2.80 0.42 -1.80  -0.104
C 1.45 0.08 -1.64  -0.115
H -2.82 -1.73 -4.94  0.109
H -3.01 -0.93 -3.35  0.084
H -2.57 -2.67 -3.43  0.109
H -0.52 -2.01 -4.46  0.158
H -1.50 0.72 -4.17  0.083
H -1.07 -0.14 -5.66  0.112
H 0.21 0.30 -4.50  0.102
H -0.58 -2.42 -2.21  0.119
H -1.11 -0.77 -1.88  0.089
H 1.48 -2.49 -3.89  0.109
H 3.83 -1.84 -4.10  0.111
H 4.68 0.08 -2.76  0.111
H 3.22 1.22 -1.20  0.099

2.
The following is a quantum chemistry calculation of a cluster of 2 separate species, C15H30N5O10 in total at a distorted geometry, from OMol25.

Output
Largest force on an atom, Eh/bohr: 0.044
Multiplicity: 1
E_tot, eV: -43963.744
Orbital gap, eV: 9.27
E_HOMO, eV: -11.74
Total charge: +1
LUMO energy, Eh: -0.0907

Last column: natural (NBO) charge in e.
Atoms and positions in Å:
O -4.03 2.70 -5.72  -0.611
O 2.90 0.37 4.73  -0.556
O 1.28 -7.08 4.49  -0.573
O 1.18 1.31 -4.45  -0.636
O 0.73 0.96 4.51  -0.704
O 0.93 -5.93 2.58  -0.679
O 0.02 -1.66 4.07  -0.767
O 0.92 -5.03 6.17  -0.718
O 1.30 -2.39 6.25  -0.759
O 3.37 -4.46 5.04  -0.723
C -3.00 3.23 -5.34  0.672
C 1.75 0.07 4.49  0.759
C 1.09 -6.02 3.92  0.765
C 0.53 2.06 -5.15  0.659
C -1.03 0.10 1.11  0.669
N -1.25 -1.10 1.58  -0.770
N 0.76 2.11 -6.46  -0.594
N -1.32 0.40 -0.14  -0.557
N -1.93 2.48 -5.08  -0.628
N -0.51 0.97 1.92  -0.774
C -2.95 4.73 -5.16  -0.716
C 0.07 2.90 -7.48  -0.419
C 1.44 -1.39 4.07  -0.028
C 0.99 -4.73 4.76  -0.025
C -1.03 1.68 -0.81  -0.221
C -1.11 1.56 -2.34  -0.423
C 2.09 -2.39 5.05  0.063
C 2.22 -3.83 4.47  0.060
C -0.66 2.89 -2.99  -0.381
C -0.62 2.90 -4.54  -0.131
H 1.13 1.76 4.91  0.522
H 1.02 -6.84 2.25  0.512
H -0.23 -1.77 5.01  0.523
H 1.50 -5.80 6.35  0.517
H 1.32 -3.29 6.65  0.524
H 4.19 -3.96 4.87  0.489
H -0.95 -1.32 2.53  0.449
H -1.65 -1.81 1.01  0.413
H 1.51 1.51 -6.77  0.416
H -1.74 -0.33 -0.70  0.414
H -2.06 1.50 -5.27  0.412
H -0.30 0.74 2.89  0.445
H -0.35 1.90 1.59  0.418
H -3.92 5.15 -5.41  0.259
H -2.70 4.98 -4.13  0.218
H -2.20 5.15 -5.84  0.225
H 0.64 2.89 -8.41  0.227
H -0.04 3.94 -7.16  0.198
H -0.92 2.48 -7.69  0.209
H 1.86 -1.53 3.07  0.225
H 0.08 -4.22 4.45  0.223
H -1.74 2.44 -0.47  0.204
H -0.02 2.00 -0.55  0.201
H -2.14 1.34 -2.62  0.214
H -0.47 0.74 -2.66  0.239
H 3.10 -2.05 5.29  0.210
H 2.35 -3.76 3.38  0.183
H 0.34 3.14 -2.63  0.223
H -1.33 3.68 -2.65  0.206
H -0.41 3.92 -4.85  0.228

3.
The following is a quantum chemistry calculation of a structure of composition C17H44F3NO12Zr at a distorted geometry, from OMol25.

Output
Largest force on an atom, Eh/bohr: 0.086
Multiplicity: 1
E_tot, eV: -53795.601
Orbital gap, eV: 1.15
E_HOMO, eV: -12.41
Total charge: +2
LUMO energy, Eh: -0.4138

Last column: Löwdin charge in e.
Atoms and positions in Å:
Zr 0.81 -8.33 -29.78  1.502
C -2.49 -5.14 -27.07  -0.190
O -1.70 -5.80 -28.05  -0.192
H -2.81 -4.13 -27.36  0.108
H -3.40 -5.70 -26.88  0.069
H -2.07 -5.02 -26.07  0.093
C -3.10 -12.54 -29.01  -0.328
O -2.94 -12.89 -27.61  -0.026
O -2.22 -11.44 -29.20  0.034
C -3.13 -13.76 -29.93  -0.537
F -3.10 -13.55 -31.27  0.156
F -2.08 -14.50 -29.66  0.187
F -4.29 -14.42 -29.63  0.144
C -3.91 -12.20 -26.69  -0.171
C -3.85 -12.81 -25.26  -0.058
H -4.71 -12.52 -24.66  0.086
H -3.75 -13.88 -25.48  0.083
H -2.97 -12.58 -24.67  0.077
H -4.87 -12.60 -27.00  0.121
H -3.98 -11.12 -26.58  0.128
H -4.10 -12.13 -29.07  0.170
C -13.33 -11.34 -19.42  -0.045
C -12.21 -12.09 -20.18  -0.382
C -12.68 -12.49 -21.62  -0.156
O -11.70 -13.21 -22.33  -0.139
C -10.63 -12.59 -23.11  -0.024
N -11.12 -11.15 -20.07  0.105
H -13.14 -11.15 -18.36  0.095
H -14.22 -11.95 -19.37  0.083
H -13.58 -10.45 -20.00  0.090
H -11.72 -13.00 -19.83  0.154
H -12.97 -11.55 -22.09  0.133
H -13.61 -13.03 -21.44  0.141
H -9.87 -12.38 -22.36  0.082
H -10.99 -11.70 -23.65  0.099
H -10.20 -13.36 -23.74  0.098
H -11.49 -10.21 -20.04  0.089
H -10.62 -11.16 -20.94  0.063
C 1.97 -14.30 -34.98  -0.228
C 2.59 -15.46 -35.86  -0.200
O 3.63 -16.11 -35.12  -0.089
O 2.96 -13.38 -34.53  -0.096
H 1.43 -14.54 -34.07  0.112
H 1.24 -13.77 -35.60  0.101
H 3.14 -15.07 -36.72  0.115
H 1.85 -16.21 -36.12  0.120
H 4.45 -15.64 -34.97  0.082
H 3.46 -12.99 -35.25  0.082
C -9.71 -12.65 -31.75  -0.271
C -9.65 -13.86 -32.64  -0.264
O -10.53 -13.68 -33.75  -0.039
O -9.39 -12.91 -30.37  -0.063
H -10.77 -12.42 -31.72  0.118
H -9.26 -11.76 -32.19  0.121
H -9.96 -14.67 -31.97  0.123
H -8.62 -14.16 -32.84  0.116
H -10.10 -13.03 -34.31  0.087
H -8.82 -12.17 -30.15  0.071
C 3.69 -15.32 -29.71  -0.197
C 2.85 -16.44 -28.98  -0.238
O 1.86 -15.88 -28.18  -0.063
O 4.27 -14.29 -28.84  -0.099
H 3.13 -14.69 -30.40  0.103
H 4.53 -15.74 -30.27  0.111
H 3.59 -16.99 -28.39  0.117
H 2.37 -17.16 -29.64  0.117
H 1.29 -15.40 -28.79  0.076
H 5.04 -14.72 -28.47  0.073
C -6.44 -20.32 -29.24  -0.238
C -7.67 -19.98 -28.32  -0.175
O -8.59 -21.13 -28.44  -0.086
O -5.65 -21.42 -28.85  -0.046
H -5.82 -19.43 -29.36  0.106
H -6.72 -20.58 -30.26  0.122
H -8.29 -19.16 -28.66  0.110
H -7.41 -19.87 -27.27  0.109
H -9.48 -20.89 -28.17  0.074
H -5.13 -21.19 -28.07  0.085

4.
The following is a quantum chemistry calculation of a structure of composition C25H21AsCl3IrN2O2PS4 at a distorted geometry, from OMol25.

Output
Largest force on an atom, Eh/bohr: 0.022
Multiplicity: 1
E_tot, eV: -187219.986
Orbital gap, eV: 6.47
Relative energy (zero: lowest compared OMol25 entry of this formula, charge and spin), eV: 1.400
E_HOMO, eV: -4.33
Total charge: -1
LUMO energy, Eh: 0.0786

Last column: natural (NBO) charge in e.
Atoms and positions in Å:
Ir 1.48 -0.97 0.34  0.648
Cl 2.92 2.61 6.45  -0.025
C 2.21 1.56 5.24  -0.050
C 3.03 0.96 4.30  -0.241
C 2.44 0.15 3.35  -0.123
Cl 3.40 -0.61 2.11  0.100
C 1.07 -0.12 3.28  0.379
O 0.53 -0.89 2.37  -0.838
C 0.30 0.51 4.28  -0.105
Cl -1.42 0.21 4.28  -0.009
C 0.85 1.34 5.24  -0.244
H 4.10 1.12 4.31  0.239
H 0.21 1.80 5.98  0.236
S 3.16 -0.67 -1.16  0.062
C 2.63 -1.44 -2.61  -0.297
C 3.57 -1.50 -3.71  0.287
N 4.33 -1.57 -4.57  -0.331
C 1.41 -1.96 -2.71  -0.333
S 0.32 -1.98 -1.34  0.020
C 0.91 -2.54 -3.93  0.295
N 0.47 -3.00 -4.89  -0.348
S 2.09 2.91 -2.06  -0.608
P 0.41 2.11 -1.48  1.155
S 0.41 1.10 0.33  -0.400
C -0.40 1.11 -2.76  -0.333
C -1.57 0.41 -2.46  -0.206
C -2.24 -0.28 -3.47  -0.224
C -1.73 -0.28 -4.76  -0.191
C -0.56 0.41 -5.05  -0.222
C 0.10 1.11 -4.05  -0.201
C -0.83 3.41 -1.10  -0.390
C -2.05 3.55 -1.75  -0.199
C -2.90 4.60 -1.41  -0.218
C -2.55 5.50 -0.42  -0.212
C -1.33 5.36 0.24  -0.239
C -0.48 4.33 -0.10  -0.112
H -1.94 0.40 -1.45  0.230
H -3.14 -0.83 -3.23  0.206
H -2.24 -0.84 -5.54  0.211
H -0.17 0.39 -6.06  0.215
H 1.01 1.65 -4.26  0.247
H -2.33 2.86 -2.53  0.226
H -3.85 4.70 -1.92  0.206
H -3.22 6.31 -0.16  0.204
H -1.05 6.07 1.01  0.208
H 0.48 4.21 0.40  0.225
C -0.48 -5.24 1.07  -1.011
As -0.05 -3.50 1.76  2.010
C -1.62 -2.50 1.33  -1.009
C 0.05 -3.78 3.65  -0.998
O 1.44 -3.12 1.10  -1.135
H -1.38 -5.64 1.55  0.224
H 0.36 -5.91 1.23  0.244
H -0.65 -5.14 0.00  0.256
H -2.47 -3.05 1.73  0.230
H -1.70 -2.43 0.25  0.261
H -1.56 -1.50 1.77  0.290
H -0.90 -4.17 4.02  0.232
H 0.28 -2.83 4.13  0.262
H 0.85 -4.49 3.83  0.243

5.
The following is a quantum chemistry calculation of a structure of composition C2H2FO2Rb at a distorted geometry, from OMol25.

Output
Largest force on an atom, Eh/bohr: 0.105
Multiplicity: 1
E_tot, eV: -9572.712
Orbital gap, eV: 4.84
Relative energy (zero: lowest compared OMol25 entry of this formula, charge and spin), eV: 0.751
E_HOMO, eV: -5.85
LUMO energy, Eh: -0.0371

Last column: natural (NBO) charge in e.
Atoms and positions in Å:
C -0.25 -0.01 0.81  -0.255
C 0.94 -0.49 0.25  0.696
O 1.35 -0.40 -0.91  -0.831
O -1.06 0.73 0.03  -0.750
H -0.50 -0.13 1.87  0.156
F 1.76 -1.11 1.16  -0.379
Rb -0.19 1.14 -2.86  0.984
H -2.04 0.27 -0.35  0.379

6.
The following is a quantum chemistry calculation of a structure of composition C27H41AsF3N2O11PRuSSi2Te, from OMol25.

Output
Largest force on an atom, Eh/bohr: 0.018
Multiplicity: 2
E_tot, eV: -168919.341
Orbital gap (alpha / beta), eV: 6.91 / 6.67
Relative energy (zero: lowest compared OMol25 entry of this formula, charge and spin), eV: 0.970
E_HOMO (alpha / beta), eV: -5.14 / -4.44
Total charge: -1
LUMO energy (alpha / beta), Eh: 0.0651 / 0.0822

Last column: Löwdin charge in e.
Atoms and positions in Å:
Ru 0.78 0.12 0.40  0.632
O 4.83 -2.01 1.71  0.107
C 3.49 -1.97 1.53  -0.499
O 2.84 -0.99 1.77  0.078
C 2.98 -3.29 0.98  -0.137
O 1.62 -3.47 1.17  -0.146
C 1.23 -3.43 2.55  -0.101
C -0.11 -2.71 2.70  -0.684
O -0.96 -3.26 3.44  -0.030
O -0.20 -1.57 2.18  -0.134
H 5.08 -1.12 2.00  0.127
H 3.58 -4.09 1.44  0.140
H 3.20 -3.28 -0.09  0.115
H 1.97 -2.86 3.12  0.124
H 1.17 -4.44 2.95  0.123
C -2.14 1.03 5.05  -0.071
C -1.65 0.13 3.94  -0.301
O -1.52 0.90 2.73  -0.363
P -0.02 1.28 2.20  0.402
O 0.89 1.40 3.37  -0.328
Te -1.69 0.32 -0.43  0.723
O -0.36 2.75 1.55  -0.353
C -0.63 3.84 2.43  -0.298
C -2.09 4.24 2.31  -0.076
H -2.30 0.45 5.96  0.074
H -3.08 1.52 4.78  0.062
H -1.40 1.80 5.26  0.071
H -2.35 -0.68 3.72  0.097
H -0.69 -0.32 4.19  0.102
H 0.03 4.66 2.14  0.112
H -0.38 3.56 3.46  0.100
H -2.33 4.51 1.28  0.071
H -2.30 5.10 2.95  0.071
H -2.73 3.41 2.61  0.057
C -1.55 -4.60 0.37  -0.195
Si -1.03 -3.75 -1.21  0.230
C -2.40 -3.98 -2.49  -0.250
C 0.54 -4.57 -1.87  -0.241
As -0.36 -1.49 -1.53  0.556
Si -3.80 -0.59 0.67  0.262
C -4.86 -0.77 -0.87  -0.252
C -3.70 -2.18 1.61  -0.189
C -4.47 0.81 1.71  -0.215
H -0.91 -5.48 0.50  0.040
H -2.58 -4.95 0.28  0.026
H -1.48 -4.00 1.27  -0.003
H -2.55 -5.04 -2.68  0.026
H -2.17 -3.49 -3.43  0.018
H -3.34 -3.57 -2.11  0.005
H 0.33 -5.61 -2.14  0.029
H 1.29 -4.57 -1.08  0.011
H 0.94 -4.06 -2.74  0.021
H -4.37 -1.42 -1.60  0.005
H -5.05 0.19 -1.34  0.026
H -5.82 -1.22 -0.60  0.031
H -3.69 -3.03 0.93  0.015
H -4.59 -2.26 2.24  0.044
H -2.82 -2.24 2.25  0.009
H -4.22 1.79 1.29  0.024
H -4.05 0.78 2.72  0.010
H -5.56 0.73 1.78  0.033
F -0.76 5.31 -5.29  0.135
C -1.48 4.81 -4.27  -0.582
F -1.92 5.86 -3.55  0.133
F -2.56 4.23 -4.82  0.138
C -0.68 3.84 -3.45  -0.122
C -0.38 2.59 -3.98  0.011
C 0.38 1.72 -3.21  -0.149
N 0.83 2.04 -2.00  0.052
C 0.55 3.24 -1.51  -0.126
C -0.21 4.18 -2.19  0.017
H -0.74 2.29 -4.95  0.124
H 0.63 0.73 -3.57  0.074
H 0.91 3.44 -0.51  0.101
H -0.43 5.14 -1.75  0.118
O 2.61 1.50 0.36  -0.050
C 3.11 0.89 -0.60  -0.562
N 2.65 -0.31 -0.97  -0.146
S 3.39 -0.87 -2.30  0.600
O 2.52 -0.90 -3.45  -0.334
O 4.13 -2.08 -2.01  -0.303
C 4.51 0.51 -2.46  -0.202
C 5.48 0.75 -3.40  -0.034
C 6.18 1.95 -3.30  -0.076
C 5.89 2.86 -2.29  -0.073
C 4.90 2.60 -1.35  0.002
C 4.22 1.41 -1.46  -0.131
H 5.69 0.04 -4.19  0.120
H 6.95 2.18 -4.02  0.101
H 6.45 3.79 -2.24  0.101
H 4.66 3.30 -0.56  0.122